[1]
The following is a quantum chemistry calculation of a 2-piece molecular cluster, C4H11N2O overall, from the Open Molecules 2025 dataset.

E_LUMO ... -4.3109 eV
HOMO energy ... -13.793 eV
Net charge ... +1
Gap between HOMO and LUMO ... 9.5 eV

Element x y z (Å)
C -2.688 -1.629 0.305
C -1.702 0.467 -0.436
N -1.769 -0.801 -0.487
H -2.119 -2.423 0.771
H -3.438 -2.059 -0.345
H -3.159 -1.010 1.061
H -2.371 1.003 0.223
H -0.952 0.995 -1.011
H -1.167 -1.308 -1.129
C 1.979 1.224 -1.026
C 1.497 0.528 0.220
N 2.218 -0.539 0.624
O 0.492 0.881 0.832
H 3.055 1.326 -1.054
H 1.540 2.216 -1.091
H 1.678 0.623 -1.891
H 1.976 -0.916 1.525
H 3.145 -0.699 0.254

---

[2]
The following is a quantum chemistry calculation of an isolated ion of composition C4H11N2O and charge +1, from the Open Molecules 2025 dataset.

E_LUMO ... -5.2372 eV
HOMO energy ... -15.597 eV
Net charge ... +1
SMILES string ... CCO/[N+](C)=N\C
Gap between HOMO and LUMO ... 10.4 eV

Element x y z (Å)
C -0.060 2.169 0.641
C -0.947 1.211 -0.175
O -0.144 0.305 -0.836
N 0.077 -0.908 0.057
C -0.466 -1.120 1.342
N 0.743 -1.808 -0.458
C 1.228 -1.539 -1.700
H -0.656 2.699 1.281
H 0.640 1.545 1.307
H 0.572 2.768 -0.028
H -1.479 1.814 -0.929
H -1.670 0.907 0.487
H -1.645 -1.344 1.239
H -0.415 -0.186 1.901
H 0.145 -1.896 1.840
H 2.295 -1.713 -1.515
H 1.043 -0.555 -2.182
H 0.738 -2.349 -2.271